[1]
DFT (ωB97M-V/def2-TZVPD) results for an isolated ion of composition C6H5O5S and charge -1.

Atoms and positions in Å:
C (-2.57986, 1.32245, -0.49969)
C (-1.35328, 0.91022, -0.17932)
C (-1.26278, -0.62437, -0.19073)
O (-2.24236, -1.33139, -0.33492)
C (-0.06412, -1.13716, 0.33148)
C (0.68054, -2.20396, 0.06073)
O (1.87640, -1.84771, 0.71063)
C (1.39736, -0.49441, 0.97570)
S (1.96304, 0.86694, -0.04446)
O (1.57948, 0.63819, -1.42840)
O (1.36411, 2.02905, 0.63294)
O (3.43527, 0.80582, 0.03211)
H (-3.02558, 2.25039, -0.74282)
H (-3.32398, 0.48310, -0.57611)
H (-0.43818, 1.46367, -0.17775)
H (0.59359, -3.02238, -0.63494)
H (1.40033, -0.10845, 2.06556)

The HOMO-LUMO gap is 8.6 eV. The relative energy (zero: lowest compared OMol25 entry of this formula, charge and spin) comes out at 67.3 kcal/mol. Its SMILES is C=CC(=O)C1=CO[C@H]1S(=O)(=O)[O-]. For the HOMO energy, the calculation gives -5.477 eV. The LUMO energy comes out at 0.115 Ha. As for the charge: -1.

These are the Löwdin partial charges, in e, on atoms 1 to 2:
1 C 0.033
2 C -0.053



[2]
DFT (ωB97M-V/def2-TZVPD) results for a 2-piece molecular cluster, C6H5P overall.

Atoms and positions in Å:
C (-0.75063, -1.02646, 0.60388)
C (-0.88487, 0.38754, 0.88674)
C (0.47823, -1.61827, 0.15346)
C (0.22851, 1.25802, 0.75467)
C (1.54539, -0.75867, 0.14084)
C (1.38635, 0.62319, 0.43885)
P (3.03150, 0.17925, -0.05203)
H (-1.51927, -1.68235, 0.69509)
H (-1.71277, 0.93585, 1.40588)
H (0.41313, -2.57897, -0.27220)
H (0.16260, 2.38130, 0.88233)
H (2.90775, 1.63969, -2.87925)

The HOMO-LUMO gap (alpha / beta) is 8.7 / 6.8 eV. The relative energy (zero: lowest compared OMol25 entry of this formula, charge and spin) comes out at 45.9 kcal/mol. For the HOMO energy (alpha / beta), the calculation gives -9.644 / -7.063 eV. The LUMO energy (alpha / beta) comes out at -0.033 / -0.009 Ha.

These are the Löwdin partial charges, in e, on atoms 1 to 2:
1 C -0.045
2 C -0.060



[3]
DFT (ωB97M-V/def2-TZVPD) results for an isolated ion of composition C6H6 and charge -1.

Atoms and positions in Å:
C (-1.05640, 0.85699, 0.33863)
C (-0.62698, -0.14229, 1.28445)
C (0.45125, -0.97322, 0.91122)
C (1.06007, -0.86555, -0.31442)
C (0.56278, 0.06830, -1.30027)
C (-0.47792, 0.92675, -0.91109)
H (-1.86135, 1.54983, 0.58372)
H (-1.12412, -0.26484, 2.23687)
H (0.78786, -1.70208, 1.64558)
H (1.92207, -1.48182, -0.55486)
H (0.93303, 0.03148, -2.31646)
H (-0.91007, 1.68038, -1.57360)

Its multiplicity is 2. The HOMO-LUMO gap (alpha / beta) is 3.8 / 7.8 eV. The relative energy (zero: lowest compared OMol25 entry of this formula, charge and spin) comes out at 0.0 kcal/mol. For the HOMO energy (alpha / beta), the calculation gives 1.154 / -3.092 eV. The expectation value of S² is 0.761. The LUMO energy (alpha / beta) comes out at 0.182 / 0.174 Ha. As for the charge: -1.

These are the Löwdin partial charges, in e, on atoms 1 to 2:
1 C -0.216
2 C -0.209



[4]
DFT (ωB97M-V/def2-TZVPD) results for one molecule with the formula C6H6.

Atoms and positions in Å:
C (-1.29180, -0.90524, -0.66260)
C (-0.56965, -0.23060, 0.48410)
C (0.77313, 0.30065, 0.34262)
C (2.08585, 0.26559, 0.21431)
C (-0.31475, 1.27473, 0.37315)
C (-0.66488, 2.50737, 0.28708)
H (-0.90427, -0.54831, -1.62049)
H (-1.15326, -1.98988, -0.60778)
H (-2.36276, -0.68754, -0.61673)
H (-0.87652, -0.53363, 1.48635)
H (2.65999, -0.65470, 0.22168)
H (2.61894, 1.20156, 0.09831)

The HOMO-LUMO gap is 9.3 eV. The relative energy (zero: lowest compared OMol25 entry of this formula, charge and spin) comes out at 132.5 kcal/mol. For the HOMO energy, the calculation gives -9.484 eV. The LUMO energy comes out at -0.007 Ha.

These are the Löwdin partial charges, in e, on atoms 1 to 2:
1 C -0.050
2 C -0.224



[5]
DFT (ωB97M-V/def2-TZVPD) results for a 2-piece molecular cluster, C6H6 overall.

Atoms and positions in Å:
C (-0.95585, 1.76923, 1.80655)
C (-0.36775, 2.81771, 2.31648)
C (0.78082, 0.26862, -1.88768)
C (-1.46997, 0.75812, 1.26535)
C (0.27131, -0.12527, -0.74923)
C (0.41448, -1.32690, 0.07563)
H (0.53109, 1.20805, -2.35159)
H (1.51283, -0.34439, -2.41437)
H (-2.08315, -0.07712, 1.07745)
H (0.40339, -1.09359, 1.14002)
H (1.36099, -1.82841, -0.15022)
H (-0.39818, -2.02604, -0.12840)

The HOMO-LUMO gap (alpha / beta) is 5.8 / 5.8 eV. The relative energy (zero: lowest compared OMol25 entry of this formula, charge and spin) comes out at 236.7 kcal/mol. For the HOMO energy (alpha / beta), the calculation gives -7.469 / -7.472 eV. The LUMO energy (alpha / beta) comes out at -0.062 / -0.061 Ha.

These are the Löwdin partial charges, in e, on atoms 1 to 2:
1 C -0.337
2 C 0.114



[6]
DFT (ωB97M-V/def2-TZVPD) results for one molecule with the formula C6H6.

Atoms and positions in Å:
C (2.67863, -0.96499, -2.24264)
C (1.89270, -0.93604, -1.30617)
C (1.10483, -0.78546, -0.12385)
C (-0.08924, 0.23460, -0.10397)
C (-1.52340, 0.84634, 0.63192)
C (-1.94522, 0.73617, 1.88095)
H (3.11633, -1.16838, -3.16729)
H (1.28573, -1.58563, 0.67423)
H (-0.11328, 0.87395, -1.03736)
H (-2.24211, 1.36640, -0.05598)
H (-2.71816, 1.28896, 2.24907)
H (-1.44680, 0.09408, 2.60108)

The HOMO-LUMO gap (alpha / beta) is 8.2 / 8.2 eV. The relative energy (zero: lowest compared OMol25 entry of this formula, charge and spin) comes out at 138.3 kcal/mol. Its SMILES is C#C/C=C/C=C. For the HOMO energy (alpha / beta), the calculation gives -8.466 / -8.467 eV. The LUMO energy (alpha / beta) comes out at -0.010 / -0.010 Ha.

These are the Löwdin partial charges, in e, on atoms 1 to 2:
1 C 0.114
2 C -0.210



[7]
DFT (ωB97M-V/def2-TZVPD) results for one molecule with the formula C6H6.

Atoms and positions in Å:
C (-2.41236, -0.25434, 2.12115)
C (-1.57780, 0.39401, 1.54762)
C (-0.53323, 1.19370, 0.88936)
C (0.25730, 0.42777, -0.08575)
C (0.90741, -0.19241, -0.88785)
C (1.68515, -0.94684, -1.87185)
H (-3.14255, -0.83771, 2.63812)
H (-0.98963, 2.05914, 0.39225)
H (0.13053, 1.59943, 1.66304)
H (2.22804, -1.77044, -1.39733)
H (1.03072, -1.37093, -2.63998)
H (2.41642, -0.30139, -2.36879)

The HOMO-LUMO gap is 10.6 eV. The relative energy (zero: lowest compared OMol25 entry of this formula, charge and spin) comes out at 83.5 kcal/mol. Its SMILES is C#CCC#CC. For the HOMO energy, the calculation gives -9.572 eV. The LUMO energy comes out at 0.036 Ha.

These are the Löwdin partial charges, in e, on atoms 1 to 2:
1 C 0.106
2 C -0.145



[8]
DFT (ωB97M-V/def2-TZVPD) results for one molecule with the formula C6H6.

Atoms and positions in Å:
C (3.08859, -0.51065, -0.02681)
C (1.92325, -0.17691, 0.02389)
C (0.72710, 0.41847, 0.13830)
C (-0.07765, 1.39796, -0.17257)
C (-0.74616, 0.26252, 0.54963)
C (-1.77307, -0.63440, -0.13267)
H (4.08190, -0.71134, -0.30474)
H (-0.21187, 2.21049, -0.85953)
H (-1.10375, 0.26120, 1.64613)
H (-1.21051, -1.18302, -0.96114)
H (-2.54939, -0.03326, -0.45155)
H (-2.14844, -1.30106, 0.55105)

The HOMO-LUMO gap is 9.5 eV. The relative energy (zero: lowest compared OMol25 entry of this formula, charge and spin) comes out at 116.3 kcal/mol. Its SMILES is C#CC1=C[C@H]1C. For the HOMO energy, the calculation gives -8.853 eV. The LUMO energy comes out at 0.024 Ha.

These are the Löwdin partial charges, in e, on atoms 1 to 2:
1 C 0.148
2 C -0.097



Number 1: strongest force on any atom 0.07647 Eh/bohr. Number 2: strongest force on any atom 0.07939 Eh/bohr. Number 3: strongest force on any atom 0.01141 Eh/bohr. Number 4: strongest force on any atom 0.01870 Eh/bohr. Number 5: strongest force on any atom 0.05971 Eh/bohr. Number 6: strongest force on any atom 0.11735 Eh/bohr. Number 7: strongest force on any atom 0.01092 Eh/bohr. Number 8: strongest force on any atom 0.08900 Eh/bohr.